Entry from the OMol25 dataset: C5H14N2OS in the gas phase at a distorted geometry (ωB97M-V/def2-TZVPD).

Each atom is followed by the atoms it is bonded to, with distances in Å.
Geometry (Å):
1 C 2.0201 -0.5552 -0.7213  C5 1.581, H10 1.101, H11 1.083, H12 1.134
2 C 0.6328 1.5398 -0.9283  C5 1.479, H13 1.157, H14 1.070, H15 1.119
3 C 0.8769 0.6431 1.3828  C5 1.597, H16 1.097, H17 1.100, H18 1.119
4 C -0.5783 -2.3027 0.3990  S9 1.844, H19 1.176, H20 1.093, H21 1.095
5 C 0.7959 0.2804 -0.1707  C1 1.581, C2 1.479, C3 1.597, S9 1.919
6 N -1.7278 0.3688 0.7980  N7 1.415, S9 1.584
7 N -2.7753 1.1948 0.3254  N6 1.415, H22 1.036, H23 1.035
8 O -1.4133 -0.6449 -1.5265  S9 1.442
9 S -0.9175 -0.5830 -0.1741  C4 1.844, C5 1.919, N6 1.584, O8 1.442
10 H 2.3159 -1.2791 0.0541  C1 1.101
11 H 1.7932 -1.1808 -1.5755  C1 1.083
12 H 2.6639 0.2635 -1.1690  C1 1.134
13 H -0.0118 2.1897 -0.2213  C2 1.157
14 H 0.1467 1.1788 -1.8105  C2 1.070
15 H 1.4839 2.1899 -1.2535  C2 1.119
16 H 0.2527 1.5045 1.6495  C3 1.097
17 H 0.4669 -0.1650 2.0062  C3 1.100
18 H 1.9554 0.8596 1.5885  C3 1.119
19 H -0.2163 -2.0697 1.4933  C4 1.176
20 H -1.4894 -2.9047 0.4432  C4 1.093
21 H 0.1535 -2.8098 -0.2388  C4 1.095
22 H -2.7217 1.5395 -0.6505  N7 1.036
23 H -3.7064 0.7426 0.2999  N7 1.035

Summary:
Frontier orbital gap ... 8.60 eV
E_HOMO ... -7.98 eV
Electronic energy ... -21270.46157 eV
LUMO ... 0.62 eV
2S+1 ... 1
Charge ... 0
Relative energy (zero: lowest compared OMol25 entry of this formula, charge and spin) ... 167.1 kJ/mol
Structure (SMILES) ... CC(C)(C)[S@](C)(=O)=NN

Atomic partial charges in e from the Mulliken method, atoms 1 to 5:
1. C -1.5670
2. C -1.6668
3. C -1.5200
4. C -1.0035
5. C 1.4071


Entry from the OMol25 dataset: C5H7N3 in the gas phase at a distorted geometry (ωB97M-V/def2-TZVPD).

Each atom is followed by the atoms it is bonded to, with distances in Å.
Geometry (Å):
1 C 2.8248 -0.3021 0.0750  C2 1.644, H6 0.974, H7 1.266, H8 1.140
2 C 1.2597 0.1804 -0.0622  C1 1.644, H9 1.100, H10 1.004, N13 1.478
3 C -0.9564 -0.5261 -0.0664  C4 1.405, N13 1.226, N15 1.446
4 C -1.4469 0.7903 -0.0400  C3 1.405, H11 1.062, N14 1.317
5 C -3.1133 -0.5710 0.1015  H12 0.999, N14 1.569, N15 1.351
6 H 2.7222 -0.9583 0.7870  C1 0.974
7 H 3.0598 0.9111 0.3486  C1 1.266
8 H 3.2829 -0.6847 -0.8960  C1 1.140
9 H 1.0119 0.8518 0.7731  C2 1.100
10 H 0.9572 0.8750 -0.7203  C2 1.004
11 H -0.9443 1.7055 -0.2350  C4 1.062
12 H -4.0361 -0.9266 0.2418  C5 0.999
13 N 0.2169 -0.8606 -0.1825  C2 1.478, C3 1.226
14 N -2.7544 0.9470 -0.0649  C4 1.317, C5 1.569
15 N -2.0839 -1.4316 -0.0598  C3 1.446, C5 1.351

Summary:
Frontier orbital gap ... 9.19 eV
E_HOMO ... -10.29 eV
Electronic energy ... -9764.31587 eV
LUMO ... -1.10 eV
2S+1 ... 1
Charge ... 0
Relative energy (zero: lowest compared OMol25 entry of this formula, charge and spin) ... 489.4 kJ/mol
Structure (SMILES) ... CC/N=C1\C=NC=N1

Atomic partial charges in e from the Mulliken method, atoms 1 to 5:
1. C -0.8370
2. C -0.9240
3. C 0.5583
4. C 0.0187
5. C -0.1992


Entry from the OMol25 dataset: C25H29ClN4O3 in the gas phase (ωB97M-V/def2-TZVPD).

Each atom is followed by the atoms it is bonded to, with distances in Å.
Geometry (Å):
1 C -2.4378 -3.3021 -1.0457  C2 1.497, H60 1.089, H61 1.089, H62 1.086
2 C -2.4032 -2.9294 0.4038  C1 1.497, C3 1.368, N14 1.366
3 C -2.3645 -3.9172 1.3489  C2 1.368, C4 1.407, H59 1.077
4 C -2.2519 -3.5998 2.7146  C3 1.407, C5 1.359, H58 1.079
5 C -2.0353 -2.3087 3.0792  C4 1.359, C6 1.418, H57 1.076
6 C -1.9819 -1.2870 2.0971  C5 1.418, N7 1.299, N14 1.396
7 N -1.4883 -0.1219 2.3887  C6 1.299, C8 1.344
8 C -1.6155 0.9203 1.5503  N7 1.344, O9 1.216, C10 1.521
9 O -0.8419 1.8545 1.4642  C8 1.216
10 C -2.8641 0.7903 0.6909  C8 1.521, H11 1.093, H12 1.090, C13 1.543
11 H -3.7414 0.7511 1.3408  C10 1.093
12 H -2.9629 1.6281 0.0012  C10 1.090
13 C -2.7430 -0.5274 -0.1036  C10 1.543, N14 1.468, C15 1.539, C19 1.555
14 N -2.3459 -1.6207 0.7914  C2 1.366, C6 1.396, C13 1.468
15 C -4.1466 -0.8197 -0.6640  C13 1.539, H16 1.088, H17 1.086, H18 1.084
16 H -4.7641 -1.2745 0.1080  C15 1.088
17 H -4.6050 0.1137 -0.9773  C15 1.086
18 H -4.1174 -1.4636 -1.5349  C15 1.084
19 C -1.7949 -0.1726 -1.2834  C13 1.555, O20 1.220, N21 1.352
20 O -2.3294 0.2232 -2.3062  C19 1.220
21 N -0.4517 -0.1319 -1.1386  C19 1.352, C22 1.458, C36 1.458
22 C 0.3795 -0.8006 -0.1442  N21 1.458, C23 1.509, H34 1.094, H35 1.088
23 C 1.6091 -1.4089 -0.7716  C22 1.509, C24 1.387, C28 1.390
24 C 2.8787 -0.9810 -0.4118  C23 1.387, C25 1.383, H33 1.079
25 C 4.0030 -1.5396 -0.9916  C24 1.383, C26 1.385, H32 1.078
26 C 3.8541 -2.5352 -1.9424  C25 1.385, C27 1.386, Cl31 1.725
27 C 2.5945 -2.9799 -2.3122  C26 1.386, C28 1.382, H30 1.079
28 C 1.4803 -2.4156 -1.7216  C23 1.390, C27 1.382, H29 1.081
29 H 0.4967 -2.7559 -2.0126  C28 1.081
30 H 2.4908 -3.7551 -3.0551  C27 1.079
31 Cl 5.2507 -3.2369 -2.6735  C26 1.725
32 H 4.9873 -1.1968 -0.7161  C25 1.078
33 H 2.9957 -0.1989 0.3224  C24 1.079
34 H 0.6833 -0.0925 0.6331  C22 1.094
35 H -0.1837 -1.6036 0.3268  C22 1.088
36 C 0.2776 0.5635 -2.1918  N21 1.458, H37 1.094, H38 1.095, C39 1.531
37 H -0.4370 1.2056 -2.7156  C36 1.094
38 H 0.6863 -0.1434 -2.9208  C36 1.095
39 C 1.4397 1.4336 -1.7047  C36 1.531, O40 1.216, N41 1.339
40 O 2.4835 1.4600 -2.3281  C39 1.216
41 N 1.2000 2.1694 -0.6116  C39 1.339, H42 1.014, C43 1.448
42 H 0.3221 2.1202 -0.1068  N41 1.014
43 C 2.1860 3.0679 -0.0491  N41 1.448, C44 1.543, C53 1.542, H56 1.093
44 C 1.6894 4.5282 -0.0897  C43 1.543, H45 1.091, H46 1.088, C47 1.527
45 H 0.6152 4.5277 -0.2796  C44 1.091
46 H 2.1739 5.1010 -0.8783  C44 1.088
47 C 1.9629 5.0919 1.3032  C44 1.527, H48 1.092, H49 1.089, C50 1.524
48 H 2.9946 5.4417 1.3726  C47 1.092
49 H 1.3006 5.9200 1.5507  C47 1.089
50 C 1.7624 3.8818 2.2083  C47 1.524, H51 1.089, H52 1.090, C53 1.527
51 H 2.1810 4.0227 3.2037  C50 1.089
52 H 0.7006 3.6553 2.3014  C50 1.090
53 C 2.4524 2.7589 1.4379  C43 1.542, C50 1.527, H54 1.089, H55 1.091
54 H 2.0606 1.7822 1.7177  C53 1.089
55 H 3.5258 2.7700 1.6313  C53 1.091
56 H 3.0869 2.9334 -0.6532  C43 1.093
57 H -1.8622 -2.0079 4.0981  C5 1.076
58 H -2.2914 -4.3865 3.4513  C4 1.079
59 H -2.4137 -4.9462 1.0340  C3 1.077
60 H -3.4386 -3.6109 -1.3452  C1 1.089
61 H -1.7777 -4.1545 -1.2010  C1 1.089
62 H -2.1145 -2.4897 -1.6896  C1 1.086

Summary:
Frontier orbital gap ... 8.41 eV
E_HOMO ... -8.68 eV
Electronic energy ... -51022.52670 eV
LUMO ... -0.27 eV
2S+1 ... 1
Charge ... 0
Relative energy (zero: lowest compared OMol25 entry of this formula, charge and spin) ... 68.0 kJ/mol
Structure (SMILES) ... CC1=CC=CC2=NC(=O)C[C@@](C)(C(=O)N(CC(=O)NC3CCCC3)Cc3ccc(Cl)cc3)N12

Atomic partial charges in e from the Mulliken method, atoms 1 to 5:
1. C -1.9379
2. C 1.4105
3. C -0.7628
4. C -0.3427
5. C -0.9202


Entry from the OMol25 dataset: CH2O3 in the gas phase at a distorted geometry (ωB97M-V/def2-TZVPD).

Each atom is followed by the atoms it is bonded to, with distances in Å.
Geometry (Å):
1 C -0.5119 0.0534 0.1037  O2 1.521, O3 1.246, H5 1.175, H6 1.180
2 O 1.0043 0.1649 0.1471  C1 1.521, O4 1.270
3 O -1.1959 -0.8585 -0.3982  C1 1.246
4 O 1.6144 -0.8247 -0.3641  O2 1.270
5 H -0.8102 0.5648 1.1191  C1 1.175
6 H -0.1007 0.9001 -0.6076  C1 1.180

Summary:
Frontier orbital gap (spin up / spin down) ... 7.77 / 7.77 eV
E_HOMO (spin up / spin down) ... -10.46 / -10.47 eV
Electronic energy ... -7204.33821 eV
LUMO (spin up / spin down) ... -2.70 / -2.69 eV
2S+1 ... 1
Charge ... 0
Relative energy (zero: lowest compared OMol25 entry of this formula, charge and spin) ... 791.9 kJ/mol

Atomic partial charges in e from the Mulliken method, atoms 1 to 5:
1. C 0.0073
2. O 0.1290
3. O -0.4429
4. O -0.2264
5. H 0.2639